1.
Computed, not measured: a molecular structure, C3H9NS in a non-equilibrium geometry, with wB97M-V/def2-TZVPD.

Structure (XYZ):
```
14
Properties=species:S:1:pos:R:3:nbo_charge:R:1
C -2.4953 -0.2882 0.0072 -0.511
C 0.5312 -0.6347 -1.2925 -0.855
C 1.0814 -0.1100 1.1669 -0.767
N 0.3445 1.8521 -0.0164 -1.149
S -0.2052 0.4066 0.0250 1.254
H -2.2021 -1.1016 0.6516 0.106
H -2.9328 0.4398 0.6434 0.115
H 1.4407 -0.0810 -1.7383 0.253
H 0.6480 -1.7229 -0.9379 0.238
H -0.0666 -0.6725 -2.2187 0.247
H 1.4404 -1.0448 1.0353 0.215
H 1.8742 0.6354 1.1337 0.264
H 0.7841 -0.1494 2.1212 0.227
H -0.2427 2.4711 -0.5803 0.363
```

Calculated values
E_tot = -572.3932 hartree
HOMO-LUMO gap = 8.73 eV
energy above the lowest of the compared OMol25 structures with the same formula, charge and spin = 6.7178 eV
spin multiplicity = 1

=====

2.
Computed, not measured: a molecular structure, C6H15ClLi3NO2 in a non-equilibrium geometry, with wB97M-V/def2-TZVPD.

Structure (XYZ):
```
28
Properties=species:S:1:pos:R:3:nbo_charge:R:1
Li 14.0096 -4.6943 5.8140 0.982
Li 16.4837 -3.7550 8.0913 0.909
Li 15.9840 -6.5083 9.2965 0.980
Cl 14.3305 -5.0630 8.1474 -0.912
C 11.8036 -2.1775 11.0908 -0.271
O 13.2547 -2.0078 11.2699 -0.537
C 13.9411 -1.6705 10.1110 -0.065
C 15.4181 -1.5303 10.3838 -0.245
N 16.3067 -1.9159 9.2735 -0.738
C 17.6986 -1.7596 9.6094 -0.258
C 18.3496 -2.2925 10.9202 -0.061
O 18.1767 -1.4127 12.0722 -0.544
C 18.5397 -2.0981 13.3926 -0.264
H 11.6417 -3.2475 10.9603 0.184
H 11.3333 -1.4963 10.3817 0.191
H 11.3920 -1.8442 12.0435 0.219
H 13.5344 -0.7303 9.7387 0.173
H 13.7219 -2.3601 9.2958 0.136
H 15.6801 -2.2539 11.1557 0.208
H 15.7507 -0.5449 10.7101 0.215
H 16.0044 -1.2706 8.5579 0.380
H 18.0221 -0.7264 9.7354 0.233
H 18.2888 -2.3231 8.8868 0.158
H 19.3405 -2.5558 10.5504 0.191
H 17.9629 -3.3044 11.0417 0.131
H 17.8297 -2.8241 13.7888 0.189
H 18.4903 -1.3189 14.1532 0.222
H 19.5654 -2.4515 13.2863 0.193
```

Calculated values
E_tot = -925.1045 hartree
HOMO-LUMO gap = 6.49 eV
energy above the lowest of the compared OMol25 structures with the same formula, charge and spin = 2.3198 eV
net charge = +2
spin multiplicity = 1

=====

3.
Computed, not measured: 2 unconnected molecules or ions with the total composition C4H7NO in a non-equilibrium geometry, with wB97M-V/def2-TZVPD.

Structure (XYZ):
```
13
Properties=species:S:1:pos:R:3:nbo_charge:R:1
C 0.6396 -1.5143 0.2561 -0.689
C 0.9994 -0.3265 1.0941 0.154
N 1.2902 0.7954 0.5721 -0.643
C -1.1110 1.4394 -1.4203 -0.805
C -1.8580 0.6379 -0.7006 0.722
O -2.5053 -0.0881 -0.0488 -0.483
H 1.3718 -2.3171 0.4043 0.229
H 0.6202 -1.2365 -0.8011 0.231
H -0.3414 -1.9064 0.5474 0.234
H 0.9950 -0.4882 2.1813 0.151
H 1.5053 1.4843 1.2945 0.341
H -0.0559 1.4916 -1.1648 0.297
H -1.5498 2.0285 -2.2141 0.260
```

Calculated values
E_tot = -286.5551 hartree
HOMO-LUMO gap = 10.01 eV
energy above the lowest of the compared OMol25 structures with the same formula, charge and spin = 2.0830 eV
SMILES = [H]/N=C/C.C=C=O
spin multiplicity = 1

=====

4.
Computed, not measured: C5H8N4O in the gas phase in a non-equilibrium geometry, with wB97M-V/def2-TZVPD.

Structure (XYZ):
```
18
Properties=species:S:1:pos:R:3:nbo_charge:R:1
C 2.6708 0.2764 -0.2086 -0.599
C 1.2605 0.4746 0.3319 -0.434
C 0.2215 -0.3495 -0.3645 0.112
N 0.4811 -0.9999 -1.4955 -0.254
N -0.6877 -1.4638 -1.8884 -0.145
N -1.7021 -1.1714 -1.1262 -0.187
C -1.1529 -0.5654 -0.0715 -0.016
C -1.9958 -0.1211 1.0711 0.619
N -2.1403 1.2011 1.2678 -0.834
H 2.7418 0.6002 -1.2554 0.218
H 3.3827 0.8643 0.3845 0.210
H 2.9681 -0.7796 -0.1590 0.217
H 1.2413 0.2293 1.4059 0.214
H 0.9838 1.5379 0.2463 0.214
H -0.7970 -1.9810 -2.7536 0.409
O -2.9725 -0.7885 1.4595 -0.572
H -1.3227 1.7089 1.5785 0.396
H -3.1804 1.3274 1.5770 0.432
```

Calculated values
E_tot = -489.5544 hartree
HOMO-LUMO gap = 10.34 eV
energy above the lowest of the compared OMol25 structures with the same formula, charge and spin = 2.0290 eV
SMILES = CCc1n[nH]nc1C(N)=O
spin multiplicity = 1

=====

5.
Computed, not measured: C5H6O in the gas phase in a non-equilibrium geometry, with wB97M-V/def2-TZVPD.

Structure (XYZ):
```
12
Properties=species:S:1:pos:R:3:nbo_charge:R:1
O -2.5728 -0.0111 -0.8070 -0.520
C -2.0841 -0.2387 0.2733 0.444
C -0.6116 -0.0994 0.5764 -0.503
C 0.2580 0.2135 -0.6685 -0.508
C 1.6590 0.3591 -0.3463 0.010
C 2.8009 0.0091 -0.1553 -0.274
H -2.7279 -0.5526 1.1268 0.112
H -0.2672 -0.9931 1.1099 0.239
H -0.5421 0.7022 1.3420 0.240
H 0.5669 -0.5630 -1.3922 0.275
H -0.2362 0.9558 -1.2984 0.255
H 3.7570 0.2183 0.2392 0.232
```

Calculated values
E_tot = -269.2511 hartree
HOMO-LUMO gap = 10.71 eV
energy above the lowest of the compared OMol25 structures with the same formula, charge and spin = 2.5878 eV
SMILES = C#CCCC=O
spin multiplicity = 1

=====

6.
Computed, not measured: a molecular structure, C26H24BrFFeIN6O5, with wB97M-V/def2-TZVPD.

Structure (XYZ):
```
65
Properties=species:S:1:pos:R:3:lowdin_spin:R:1
Fe 0.5017 0.0243 3.5785 4.245
Br 1.4270 2.0968 6.3463 0.006
C 0.5325 0.4823 6.7143 0.008
C 0.2140 0.1469 8.0197 0.002
C -0.4416 -1.0530 8.2413 0.001
C -0.7559 -1.8759 7.1667 0.001
C -0.4000 -1.4565 5.9051 0.005
N 0.2393 -0.2947 5.6832 0.063
C -0.7001 -2.2686 4.6592 0.015
O -1.2097 -3.3496 4.7076 0.031
O -0.3225 -1.6486 3.5507 0.189
H 0.4742 0.8100 8.8309 0.000
H -0.7035 -1.3427 9.2500 0.000
H -1.2658 -2.8213 7.2831 0.000
F 1.7481 -2.0349 -2.7755 0.000
C 0.8712 -1.0964 -2.3748 0.000
C 0.8569 -0.7307 -1.0623 0.000
C -0.0014 0.2864 -0.6308 0.004
C -0.0187 0.6740 0.7697 0.008
O 0.7694 0.0870 1.5724 0.087
C -0.9145 1.7133 1.1220 0.005
C -1.6924 2.2871 0.1470 0.001
N -1.7054 1.9107 -1.1344 0.003
C -2.5765 2.5947 -2.0779 0.000
C -3.7448 1.8468 -2.6528 0.000
C -3.9689 2.9373 -1.6506 0.000
C -0.8433 0.9078 -1.5639 0.001
C -0.8227 0.5001 -2.9031 0.000
C 0.0242 -0.5050 -3.3303 0.000
N -0.0049 -0.8917 -4.6917 0.000
C 0.4428 0.0966 -5.6600 0.000
C -0.1807 -0.1794 -7.0147 0.000
N 0.1759 -1.5790 -7.4404 0.000
C -0.2484 -2.5893 -6.4055 0.000
C 0.3904 -2.2373 -5.0750 0.000
C -1.0926 2.2638 2.5121 0.019
O -1.7287 3.2635 2.7106 0.024
O -0.5226 1.5524 3.4636 0.185
H 1.5199 -1.2109 -0.3561 0.000
H -2.3536 3.0975 0.4233 0.000
H -2.0454 3.2985 -2.7062 0.000
H -3.8946 0.8304 -2.3141 0.000
H -3.9991 2.0310 -3.6871 0.000
H -4.2924 2.6428 -0.6624 0.000
H -4.3613 3.8844 -1.9900 0.000
H -1.5076 0.9450 -3.6098 0.000
H 1.5413 0.0988 -5.7516 0.000
H 0.1475 1.0966 -5.3489 0.000
H 0.1747 0.5069 -7.7805 0.000
H -1.2676 -0.1460 -6.9620 0.000
H 1.1891 -1.6425 -7.5724 0.000
H -0.2483 -1.7952 -8.3439 0.000
H 0.0640 -3.5717 -6.7541 0.000
H -1.3347 -2.5426 -6.3557 0.000
H 1.4801 -2.3562 -5.1454 0.000
H 0.0335 -2.9574 -4.3414 0.000
I 6.2984 -1.8399 4.6562 0.002
C 4.6751 -0.6792 4.1686 0.003
C 4.6755 0.6407 3.7641 0.010
N 3.3996 0.9911 3.5525 0.006
N 2.5617 -0.0273 3.8077 0.061
C 3.3287 -1.0502 4.1788 0.010
H 5.4850 1.3368 3.6234 0.001
H 3.0396 1.8916 3.2808 0.000
H 2.8885 -2.0005 4.4363 0.000
```

Calculated values
E_tot = -5944.7735 hartree
HOMO-LUMO gap (spin up / spin down) = 8.01 / 7.30 eV
energy above the lowest of the compared OMol25 structures with the same formula, charge and spin = 0.0000 eV
net charge = +2
spin multiplicity = 6

=====

7.
Computed, not measured: a gas-phase ion, C4H8N2 (charge +2) in a non-equilibrium geometry, with wB97M-V/def2-TZVPD.

Structure (XYZ):
```
14
Properties=species:S:1:pos:R:3:lowdin_spin:R:1
C 0.6564 -0.6379 2.4093 0.443
C 0.2425 0.0453 0.0575 0.441
C -0.0846 -1.7131 2.6809 0.619
C 0.2008 0.2927 -1.4640 0.093
N 0.5566 -0.2059 1.1431 0.242
N -0.6508 1.4822 -2.3474 0.085
H 1.3968 -0.1385 3.1313 0.006
H -0.0927 -1.9083 3.8004 0.022
H -0.6920 -2.4408 2.2056 0.027
H -0.2249 -0.5745 -2.1094 0.007
H -0.2786 2.4138 -2.1565 0.002
H 1.1635 0.6948 -1.7738 0.009
H -1.6969 1.5128 -2.1831 0.002
H -0.4960 1.1775 -3.3938 0.001
```

Calculated values
E_tot = -265.8093 hartree
HOMO-LUMO gap (spin up / spin down) = 7.54 / 9.37 eV
energy above the lowest of the compared OMol25 structures with the same formula, charge and spin = 1.0027 eV
net charge = +2
spin multiplicity = 3

=====

8.
Computed, not measured: a gas-phase ion, C2HO4S (charge -1) in a non-equilibrium geometry, with wB97M-V/def2-TZVPD.

Structure (XYZ):
```
8
Properties=species:S:1:pos:R:3:nbo_charge:R:1
C -0.0197 0.9951 0.0612 0.691
C 0.8718 -0.2523 -0.2072 0.378
O 0.4510 2.1063 -0.1535 -0.610
O -1.1629 0.7100 0.6704 -0.677
O 1.5807 -0.2940 -1.1416 -0.561
O -0.9459 -1.5144 -0.5851 -1.000
S -1.8046 -0.8687 0.5623 0.679
H 1.0297 -0.8820 0.7936 0.099
```

Calculated values
E_tot = -775.9677 hartree
HOMO-LUMO gap = 6.67 eV
energy above the lowest of the compared OMol25 structures with the same formula, charge and spin = 1.5610 eV
SMILES = O=CC(=O)OS[O-]
net charge = -1
spin multiplicity = 1

=====

9.
Computed, not measured: C17H25N3O2S in the gas phase, with wB97M-V/def2-TZVPD.

Structure (XYZ):
```
48
Properties=species:S:1:pos:R:3:nbo_charge:R:1
C -0.6982 -6.0928 -2.2482 -0.604
H -1.6898 -6.4892 -2.4523 0.207
H -0.1984 -5.9102 -3.1959 0.213
C -0.8003 -4.8039 -1.4453 -0.410
H -1.3695 -4.0633 -2.0093 0.221
H 0.1987 -4.3981 -1.2646 0.190
C -1.5048 -5.0409 -0.1076 -0.220
N -1.5916 -3.8432 0.6968 -0.604
C -2.5815 -2.9326 0.5280 0.311
N -2.5638 -1.8289 1.3179 -0.432
C -3.3272 -0.6521 0.9604 -0.221
C -2.4217 0.5911 0.9401 -0.416
H -2.7812 1.2888 0.1838 0.227
C -0.9858 0.1745 0.6281 -0.052
N -0.1496 1.3305 0.3968 -0.613
C 1.0044 1.2309 -0.3163 0.667
O 1.3537 0.1851 -0.8303 -0.625
C 1.7967 2.4849 -0.4211 -0.184
C 1.2348 3.7536 -0.3476 -0.176
C 2.0200 4.8870 -0.4638 -0.273
C 3.3942 4.7682 -0.6520 0.310
C 3.9608 3.4933 -0.7421 -0.257
C 3.1708 2.3733 -0.6365 -0.136
H 3.5986 1.3858 -0.7174 0.236
H 5.0246 3.4169 -0.9006 0.227
O 4.2572 5.8090 -0.7657 -0.486
C 3.7542 7.1215 -0.6881 -0.253
H 3.2774 7.3127 0.2786 0.177
H 3.0419 7.3274 -1.4934 0.178
H 4.6184 7.7744 -0.7977 0.203
H 1.5490 5.8562 -0.4126 0.213
H 0.1673 3.8763 -0.2312 0.209
H -0.3144 2.1441 0.9666 0.393
C -0.4367 -0.6953 1.7764 -0.425
C -1.5734 -1.5662 2.3355 -0.226
H -2.0895 -1.0282 3.1377 0.202
H -1.2035 -2.4997 2.7613 0.216
H 0.3879 -1.2982 1.3951 0.221
H -0.0412 -0.0529 2.5659 0.209
H -0.9656 -0.4070 -0.3009 0.230
H -2.4420 1.1002 1.9070 0.190
H -4.1492 -0.5136 1.6723 0.197
H -3.7625 -0.8329 -0.0248 0.253
S -3.8361 -3.1986 -0.5223 -0.292
H -0.7081 -3.5091 1.0511 0.386
H -0.9683 -5.7954 0.4754 0.190
H -2.5237 -5.3895 -0.2882 0.235
H -0.1331 -6.8437 -1.6992 0.197
```

Calculated values
E_tot = -1375.7517 hartree
HOMO-LUMO gap = 8.39 eV
energy above the lowest of the compared OMol25 structures with the same formula, charge and spin = 1.1063 eV
SMILES = CCCNC(=S)N1CCC(NC(=O)c2ccc(OC)cc2)CC1
spin multiplicity = 1